{
  "formula": "C29H60ClN3O6P",
  "method": "ωB97M-V with the def2-TZVPD basis set",
  "symbols": ["C", "C", "O", "C", "C", "O", "C", "C", "O", "C", "C", "C", "C", "N", "C", "C", "C", "C", "C", "Cl", "C", "C", "C", "C", "O", "O", "C", "C", "C", "C", "C", "P", "N", "C", "N", "H", "H", "H", "H", "H", "H", "H", "H", "H", "H", "H", "H", "H", "H", "H", "H", "H", "H", "H", "H", "H", "H", "H", "H", "H", "H", "H", "H", "H", "H", "H", "H", "H", "H", "H", "H", "H", "H", "H", "H", "H", "H", "H", "H", "H", "H", "H", "H", "H", "H", "H", "H", "C", "C", "C", "O", "C", "H", "H", "H", "H", "H", "H", "H", "H"],
  "xyz": [[2.57, -2.12, 0.73], [3.64, -2.05, -0.35], [3.46, -3.12, -1.26], [3.30, -2.70, -2.59], [2.96, -3.88, -3.48], [2.02, -4.79, -2.93], [0.93, -4.19, -2.34], [-0.22, -5.17, -2.25], [-1.11, -4.82, -1.22], [-1.97, -3.74, -1.55], [-2.01, -2.83, -0.33], [-2.51, -3.67, 0.88], [-1.45, -4.49, 1.65], [-0.63, -2.36, -0.09], [-0.24, -1.19, -0.92], [-1.06, 0.08, -0.63], [-1.18, 0.75, -2.03], [-1.30, 2.29, -2.05], [-1.84, 2.77, -3.40], [-0.65, 3.83, -4.23], [-0.19, 1.01, 0.23], [0.57, 0.39, 1.43], [2.07, 0.67, 1.41], [2.35, 2.15, 1.32], [1.52, 3.02, 1.63], [3.63, 2.48, 0.95], [4.05, 2.01, -0.33], [5.20, 1.03, -0.24], [-2.43, -0.30, 0.01], [-2.33, -0.45, 1.55], [-3.66, -0.45, 2.35], [-3.68, 1.07, -0.24], [-3.32, 2.35, 0.59], [-3.01, -1.63, -0.53], [-3.42, -1.55, -1.95], [2.44, -3.15, 1.04], [2.85, -1.54, 1.60], [1.64, -1.71, 0.34], [4.64, -2.09, 0.08], [3.54, -1.10, -0.87], [4.25, -2.29, -2.95], [2.53, -1.93, -2.67], [3.85, -4.46, -3.70], [2.58, -3.48, -4.42], [1.17, -3.86, -1.32], [0.62, -3.30, -2.91], [-0.74, -5.27, -3.20], [0.20, -6.15, -2.04], [-2.96, -4.12, -1.77], [-1.57, -3.23, -2.41], [-3.24, -4.36, 0.47], [-3.06, -3.05, 1.58], [-1.79, -5.50, 1.81], [-0.52, -4.56, 1.10], [-1.23, -4.03, 2.60], [-0.49, -2.21, 0.91], [-0.01, -3.14, -0.34], [0.82, -1.01, -0.83], [-0.40, -1.50, -1.95], [-1.99, 0.33, -2.60], [-0.27, 0.51, -2.59], [-0.30, 2.70, -1.97], [-1.85, 2.70, -1.21], [-1.96, 1.94, -4.07], [-2.77, 3.31, -3.31], [0.58, 1.40, -0.44], [-0.75, 1.87, 0.56], [0.20, 0.87, 2.34], [0.41, -0.67, 1.58], [2.59, 0.08, 0.66], [2.47, 0.35, 2.37], [4.36, 2.87, -0.92], [3.24, 1.55, -0.88], [6.11, 1.51, 0.09], [5.38, 0.66, -1.25], [4.97, 0.17, 0.38], [-1.84, -1.38, 1.82], [-1.77, 0.38, 1.95], [-3.90, 0.53, 2.71], [-3.50, -1.07, 3.23], [-4.48, -0.91, 1.81], [-4.95, 0.52, -0.01], [-3.68, 1.28, -1.64], [-4.09, 2.59, 1.20], [-3.89, -1.90, 0.05], [-3.74, -0.62, -2.21], [-4.23, -2.14, -2.09], [0.28, 7.46, 2.67], [0.40, 5.94, 2.67], [0.90, 5.68, 4.09], [0.35, 6.71, 4.91], [-0.21, 7.74, 4.09], [-0.39, 7.85, 1.91], [1.27, 7.92, 2.52], [-0.58, 5.49, 2.53], [1.08, 5.55, 1.91], [1.99, 5.73, 4.14], [0.58, 4.71, 4.47], [-1.30, 7.68, 4.14], [0.11, 8.71, 4.47]],
  "energy_ha": -2557.8669,
  "spin_multiplicity": 1,
  "lumo_energy_ev": -2.16,
  "homo_ev": -10.4790,
  "fmax_ev_per_a": 3.867,
  "total_charge": 1
}